Density functional theory data (ωB97M-V/def2-TZVPD) for C3H4N2OS in the gas phase in a non-equilibrium geometry.

Output
- Total energy: -19038.1120 eV
- Strongest force on any atom: 1.8 eV/Å
- Highest occupied orbital energy: -7.639 eV
- LUMO: 0.25 eV
- Energy above the lowest of the compared OMol25 structures with the same formula, charge and spin: 90.35 kJ/mol
- SMILES string: Oc1[nH]cnc1S
- HOMO-LUMO gap: 7.89 eV

Positions of all 11 atoms, in Å:
1 C 0.10881 0.83773 -0.53238
2 C 1.24775 0.27630 1.17043
3 C -0.36774 -0.39349 -0.18074
4 H -1.47071 1.17582 -2.15117
5 H 1.96116 0.26760 1.95955
6 H 0.17274 -1.47933 1.60658
7 H -1.57274 -1.86033 -0.31539
8 N 1.19682 1.20532 0.23638
9 N 0.32642 -0.74062 0.96408
10 O -1.35847 -1.05570 -0.79192
11 S -0.24405 1.76670 -1.96542

Cartesian forces (eV/Å) of the 2 atoms listed first:
0.945 -0.403 -0.657
-0.196 0.188 -1.146